{
  "formula": "C22H33BrCoN4O3",
  "method": "ωB97M-V/def2-TZVPD",
  "e_tot_ha": -5259.72029,
  "spin_multiplicity": 2,
  "mol_weight_g_mol": 540.4,
  "de_lowest_kcal_mol": 0.6,
  "homo_ha": [-0.2637, -0.2638],
  "elements": ["Co", "N", "C", "C", "N", "C", "C", "N", "H", "H", "H", "H", "H", "H", "H", "H", "H", "H", "H", "H", "H", "Br", "C", "C", "C", "C", "C", "N", "C", "O", "O", "H", "H", "H", "C", "C", "C", "C", "C", "C", "C", "C", "C", "C", "C", "C", "O", "H", "H", "H", "H", "H", "H", "H", "H", "H", "H", "H", "H", "H", "H", "H", "H", "H"],
  "xyz": [[-0.973, 0.669, -0.190], [-2.502, 1.534, 0.745], [-2.057, 2.749, 1.445], [-0.626, 2.532, 1.920], [0.187, 1.930, 0.845], [0.843, 2.872, -0.085], [-0.079, 3.335, -1.211], [-0.795, 2.191, -1.775], [-3.241, 1.724, 0.078], [-2.858, 0.805, 1.364], [-2.697, 2.999, 2.295], [-2.106, 3.580, 0.744], [-0.636, 1.826, 2.750], [-0.189, 3.468, 2.279], [0.920, 1.355, 1.256], [1.692, 2.336, -0.508], [1.229, 3.742, 0.456], [0.530, 3.875, -1.944], [-0.815, 4.047, -0.834], [-0.183, 1.584, -2.314], [-1.567, 2.469, -2.368], [-3.409, -0.556, 3.879], [-3.390, -1.796, 2.421], [-3.679, -3.125, 2.664], [-3.675, -3.967, 1.560], [-3.390, -3.451, 0.309], [-3.089, -2.101, 0.190], [-3.096, -1.285, 1.249], [-2.755, -1.527, -1.192], [-3.095, -2.205, -2.149], [-2.206, -0.375, -1.239], [-3.901, -3.476, 3.660], [-3.899, -5.019, 1.685], [-3.385, -4.056, -0.586], [0.238, -2.709, 0.652], [0.995, -1.719, 1.537], [0.038, -0.910, 2.410], [2.033, -0.929, 0.748], [3.336, -0.946, 1.245], [4.415, -0.492, 0.510], [4.187, -0.106, -0.802], [2.913, -0.059, -1.351], [2.812, 0.234, -2.843], [1.852, -0.684, -3.601], [2.553, 1.707, -3.167], [1.786, -0.354, -0.532], [0.577, -0.130, -1.009], [-0.474, -3.289, 1.247], [0.932, -3.404, 0.177], [-0.305, -2.193, -0.139], [1.586, -2.312, 2.242], [-0.748, -0.419, 1.829], [0.572, -0.158, 2.996], [-0.479, -1.568, 3.113], [3.504, -1.371, 2.230], [5.417, -0.515, 0.918], [5.030, 0.145, -1.438], [3.814, 0.018, -3.230], [0.817, -0.523, -3.309], [2.084, -1.731, -3.400], [1.949, -0.516, -4.676], [2.496, 1.859, -4.247], [3.351, 2.340, -2.774], [1.614, 2.052, -2.737]],
  "forces_ev_per_angstrom": [[0.0, 0.1, 0.0], [0.0, 0.0, 0.0], [0.0, 0.0, 0.0], [0.0, 0.0, 0.0], [0.0, 0.0, 0.1], [0.0, 0.0, 0.0], [0.0, 0.0, 0.0], [0.0, 0.0, 0.0], [0.0, 0.0, 0.0], [0.0, 0.0, 0.0], [0.0, 0.0, 0.0], [0.0, 0.0, 0.0], [0.0, 0.0, 0.0], [0.0, 0.0, 0.0], [0.0, 0.0, 0.0], [0.0, 0.0, 0.0], [0.0, 0.0, 0.0], [0.0, 0.0, 0.0], [0.0, 0.0, 0.0], [0.0, 0.0, 0.0], [0.0, 0.0, 0.0], [0.0, 0.0, 0.0], [0.0, 0.0, 0.0], [0.0, 0.0, 0.0], [0.0, 0.0, 0.0], [0.0, 0.0, 0.0], [0.0, 0.0, 0.0], [0.0, 0.0, 0.0], [-0.1, 0.1, 0.0], [0.0, 0.0, 0.0], [0.1, 0.0, -0.1], [0.0, 0.0, 0.0], [0.0, 0.0, 0.0], [0.0, 0.0, 0.0], [0.0, 0.0, 0.0], [0.0, 0.0, 0.0], [0.0, 0.0, 0.0], [0.0, 0.0, 0.0], [0.0, 0.1, 0.0], [0.0, 0.0, 0.0], [0.0, 0.0, 0.0], [0.1, 0.0, 0.0], [0.0, 0.0, 0.0], [0.0, 0.0, 0.0], [0.0, 0.0, 0.0], [0.1, 0.0, 0.0], [-0.1, -0.2, 0.0], [0.0, 0.0, 0.0], [0.0, 0.0, 0.0], [0.0, 0.0, 0.0], [0.0, 0.0, 0.0], [0.0, 0.0, 0.0], [0.0, 0.0, 0.0], [0.0, 0.0, 0.0], [0.0, 0.0, 0.0], [0.0, 0.0, 0.0], [0.0, 0.0, 0.0], [0.0, 0.0, 0.0], [0.0, 0.0, 0.0], [0.0, 0.0, 0.0], [0.0, 0.0, 0.0], [0.0, 0.0, 0.0], [0.0, 0.0, 0.0], [0.0, 0.0, 0.0]],
  "mulliken_spin": [0.969, -0.022, 0.004, -0.004, -0.020, 0.006, -0.008, 0.068, 0.000, -0.006, 0.000, 0.000, 0.001, 0.001, -0.003, -0.001, -0.001, 0.002, 0.000, -0.009, 0.000, 0.000, 0.005, 0.001, 0.000, -0.001, 0.008, 0.002, -0.002, -0.002, -0.003, 0.000, 0.000, 0.000, 0.006, 0.003, 0.033, -0.014, -0.001, 0.000, -0.001, -0.003, 0.001, 0.000, -0.001, -0.015, -0.022, 0.001, 0.000, 0.006, -0.001, 0.018, 0.002, -0.001, 0.000, 0.000, 0.000, 0.000, 0.000, 0.000, 0.000, 0.000, 0.000, 0.003]
}

{
  "formula": "C22H33CaO17",
  "method": "ωB97M-V/def2-TZVPD",
  "charge": 1,
  "e_tot_ha": -2814.90368,
  "mol_weight_g_mol": 609.6,
  "de_lowest_kcal_mol": 0.0,
  "homo_ha": -0.3841,
  "elements": ["Ca", "C", "C", "O", "O", "H", "H", "H", "C", "C", "C", "O", "C", "O", "O", "H", "H", "H", "H", "H", "H", "C", "C", "C", "O", "C", "O", "O", "H", "H", "H", "H", "H", "H", "C", "C", "C", "O", "C", "O", "O", "H", "H", "H", "H", "H", "H", "C", "C", "C", "O", "C", "O", "O", "H", "H", "H", "H", "H", "H", "C", "C", "C", "O", "C", "O", "O", "H", "H", "H", "H", "H", "H"],
  "xyz": [[0.825, 0.557, 0.489], [3.783, 3.548, -0.221], [2.732, 2.520, 0.056], [1.814, 2.309, -0.800], [2.664, 1.879, 1.147], [3.797, 3.706, -1.297], [4.745, 3.304, 0.209], [3.353, 4.466, 0.191], [-0.189, 0.497, -6.203], [-0.933, -0.199, -5.070], [-0.564, -1.661, -4.831], [-0.208, -1.704, -3.452], [-0.197, -0.473, -2.928], [0.118, -0.222, -1.806], [-0.561, 0.443, -3.829], [-0.499, 0.055, -7.150], [0.893, 0.417, -6.091], [-0.437, 1.556, -6.156], [-1.992, 0.018, -5.214], [0.294, -1.956, -5.437], [-1.361, -2.379, -5.007], [-4.875, 2.963, -2.357], [-3.624, 3.368, -1.615], [-3.833, 3.905, -0.176], [-2.660, 3.445, 0.486], [-2.123, 2.434, -0.213], [-1.181, 1.793, 0.132], [-2.823, 2.199, -1.337], [-5.633, 2.581, -1.672], [-4.639, 2.154, -3.052], [-5.284, 3.762, -2.972], [-3.041, 4.111, -2.164], [-4.735, 3.483, 0.260], [-3.841, 4.989, -0.235], [5.322, -0.520, -3.390], [4.619, -1.577, -2.571], [5.468, -2.097, -1.403], [4.582, -2.008, -0.277], [3.514, -1.271, -0.594], [2.648, -0.986, 0.184], [3.514, -0.953, -1.890], [4.605, -0.067, -4.085], [6.049, -0.955, -4.079], [5.755, 0.283, -2.800], [4.265, -2.366, -3.232], [6.367, -1.504, -1.245], [5.746, -3.147, -1.466], [-2.890, -4.301, 2.652], [-3.378, -3.028, 2.030], [-3.569, -1.869, 3.041], [-2.552, -0.922, 2.668], [-1.932, -1.337, 1.551], [-1.102, -0.689, 0.986], [-2.394, -2.508, 1.127], [-2.110, -4.045, 3.374], [-2.436, -4.917, 1.876], [-3.690, -4.865, 3.122], [-4.313, -3.188, 1.495], [-3.353, -2.246, 4.038], [-4.526, -1.369, 2.943], [0.447, 0.607, 7.032], [0.887, -0.479, 6.091], [-0.193, -1.440, 5.582], [0.095, -1.570, 4.189], [0.928, -0.575, 3.809], [1.190, -0.347, 2.668], [1.314, 0.156, 4.854], [1.068, 1.494, 6.938], [0.464, 0.255, 8.062], [-0.568, 0.925, 6.777], [1.744, -1.028, 6.485], [-1.185, -0.998, 5.716], [-0.188, -2.417, 6.058]],
  "forces_ev_per_angstrom": [[0.6, 0.4, -0.6], [-0.8, 0.2, -0.3], [-1.6, -1.2, 0.2], [0.4, 0.3, -0.4], [0.8, 0.4, 0.3], [0.4, -0.1, 0.0], [0.1, 0.1, 0.1], [0.4, 0.1, 0.2], [-0.1, -0.2, 0.5], [0.3, 0.9, -0.4], [-0.1, -0.1, -0.2], [0.1, -0.3, 0.3], [0.1, 0.3, -0.2], [0.1, -0.1, 0.4], [-0.1, -0.2, 0.1], [0.0, 0.2, -0.1], [0.0, -0.2, 0.0], [-0.1, 0.0, -0.3], [-0.1, -0.5, 0.2], [0.1, 0.0, 0.1], [-0.1, 0.1, 0.0], [0.1, -0.4, -0.2], [-0.6, 0.1, 0.8], [0.0, 0.0, -1.6], [0.2, 0.0, 0.3], [-0.5, -0.1, -0.3], [0.1, 0.3, 0.2], [0.4, 0.3, -0.1], [-0.1, 0.1, 0.0], [0.1, 0.0, 0.0], [0.0, 0.2, 0.2], [0.2, -0.3, -0.2], [0.1, 0.1, 0.3], [-0.1, 0.1, 0.6], [-0.5, 0.1, -1.1], [0.8, 0.6, 0.1], [-0.3, -0.6, 0.0], [0.1, 0.3, 0.2], [0.1, -0.4, -0.2], [0.0, 0.0, -0.1], [-0.3, -0.1, 0.0], [-0.1, 0.1, 0.3], [0.3, -0.1, 0.4], [0.1, -0.1, 0.2], [-0.3, -0.1, 0.2], [-0.1, 0.2, 0.2], [0.1, 0.0, -0.3], [0.6, 0.0, -0.2], [-0.8, 0.4, 0.4], [0.5, -0.3, -0.5], [0.0, -0.2, 0.0], [-0.4, 0.3, 0.2], [0.0, -0.5, 0.1], [0.1, -0.1, -0.2], [0.0, -0.3, 0.1], [-0.1, -0.1, 0.1], [-0.1, 0.1, 0.1], [0.2, 0.0, -0.3], [-0.2, 0.3, 0.2], [-0.1, -0.1, 0.3], [-0.5, 0.1, 0.1], [0.3, 0.1, -0.3], [-0.2, 0.3, 0.4], [0.2, -0.2, -0.1], [-0.8, 0.2, 0.4], [0.2, -0.1, 0.0], [0.2, -0.4, -0.2], [0.3, -0.1, 0.1], [0.0, 0.1, 0.0], [0.0, 0.0, 0.1], [0.1, 0.0, -0.1], [0.0, 0.0, -0.2], [0.2, -0.1, -0.1]],
  "mulliken_charge": [2.800, -1.280, 1.085, -0.743, -0.770, 0.332, 0.336, 0.312, -1.445, 0.480, -0.441, -0.325, 0.408, -0.186, -0.347, 0.411, 0.340, 0.345, 0.276, 0.282, 0.294, -1.355, 0.440, -0.587, -0.301, 0.114, -0.562, -0.221, 0.330, 0.311, 0.380, 0.347, 0.317, 0.316, -1.443, 0.517, -0.508, -0.387, 0.296, -0.522, -0.213, 0.306, 0.415, 0.382, 0.262, 0.293, 0.313, -1.308, 0.417, -0.498, -0.300, 0.306, -0.519, -0.342, 0.252, 0.340, 0.393, 0.345, 0.268, 0.289, -1.407, 0.438, -0.524, -0.180, 0.314, -0.362, -0.315, 0.350, 0.375, 0.346, 0.334, 0.257, 0.326]
}